{"formula": "C2H3N3O2", "method": "ωB97M-V/def2-TZVPD", "species": ["N", "C", "H", "O", "N", "C", "N", "H", "H", "O"], "coordinates": [[-1.249, -0.610, 0.669], [-1.183, 0.265, -0.372], [0.123, 1.426, -1.583], [0.131, -0.994, 0.760], [2.253, -0.211, 0.009], [0.859, -0.405, -0.260], [-0.091, 0.268, -1.074], [-1.397, -0.223, 1.586], [2.558, -0.640, 0.897], [-2.003, 1.125, -0.632]], "atomic_forces_ev_per_a": [[1.61, -1.33, -0.14], [-5.28, 4.15, 0.06], [-0.70, -5.21, 2.07], [0.80, -1.15, -0.57], [-6.25, -0.52, -2.85], [6.20, 1.85, 3.90], [6.55, 2.21, -2.57], [-0.73, 0.53, -0.01], [-0.94, -0.17, -0.53], [-1.24, -0.37, 0.63]], "spin_multiplicity": 1, "lumo_ev": -0.1, "homo_ev": -9.7022, "charge": 0, "homo_lumo_gap_ha": 0.353, "energy_ha": -392.6261, "relative_energy_kcal_mol": 105.1}